# 1
A structure of composition C24H34BCl3N6O3PdS3. Source: the Open Molecules 2025 dataset; level of theory: the ωB97M-V functional and the def2-TZVPD basis.

Cartesian coordinates (Å):
Pd 0.51916 0.41233 1.32845
C -0.84792 -3.61948 3.62406
C -2.22623 -3.58745 2.96412
C -2.74667 -5.01806 2.84693
C -3.23645 -2.77471 3.77230
N -2.09655 -3.00905 1.59198
C -2.30313 -3.71490 0.41747
C -2.00319 -2.88867 -0.59866
N -1.61441 -1.67050 -0.07477
B -1.13594 -0.57822 -1.08089
N -1.71267 0.90086 -0.96995
C -2.55664 1.22615 -2.02900
C -2.84436 2.53178 -1.98490
N -2.19263 3.05629 -0.88456
C -1.51891 2.05108 -0.26225
S -0.68058 2.34150 1.21408
C -2.17269 4.51927 -0.55692
C -2.99122 5.26870 -1.60861
C -0.73427 5.03392 -0.62351
C -2.82440 4.76661 0.80350
N 0.39268 -0.68607 -1.42014
C 0.79392 -0.34535 -2.69405
C 2.08420 -0.68806 -2.83985
N 2.49987 -1.24339 -1.63942
C 1.45293 -1.22712 -0.78109
S 1.46607 -1.71501 0.88091
C 3.87475 -1.77304 -1.37662
C 3.77324 -3.25054 -0.99977
C 4.69769 -1.65352 -2.65691
C 4.55591 -0.94689 -0.28723
C -1.66443 -1.76797 1.26624
S -1.28303 -0.50189 2.36752
H -0.93495 -4.08409 4.60722
H -0.43786 -2.61991 3.74557
H -0.15552 -4.20777 3.01988
H -2.85452 -5.41692 3.85460
H -2.05109 -5.66288 2.30903
H -3.72508 -5.05811 2.36589
H -3.37236 -3.24666 4.74619
H -4.20131 -2.75313 3.26279
H -2.90292 -1.75318 3.93364
H -2.65247 -4.72781 0.39921
H -2.03651 -3.05546 -1.65915
H -1.64526 -0.95296 -2.10206
H -2.87334 0.48688 -2.73815
H -3.45161 3.11851 -2.64361
H -2.56984 5.15892 -2.60825
H -2.96368 6.32680 -1.35272
H -4.03688 4.95763 -1.61648
H -0.28954 4.79288 -1.58986
H -0.10385 4.60176 0.14785
H -0.74433 6.11790 -0.49898
H -3.84748 4.38606 0.80839
H -2.85696 5.84190 0.98447
H -2.27725 4.30037 1.61688
H 0.12562 0.13863 -3.38255
H 2.73731 -0.56141 -3.67971
H 3.28157 -3.81360 -1.79560
H 3.22108 -3.39221 -0.07376
H 4.77832 -3.65217 -0.86426
H 4.26309 -2.22469 -3.47885
H 5.68794 -2.05977 -2.45441
H 4.82211 -0.61330 -2.95995
H 4.00489 -0.97476 0.64826
H 4.64824 0.09245 -0.60027
H 5.55761 -1.34798 -0.12195
Cl 2.94809 4.66111 -0.95876
C 3.38927 2.94972 -0.83027
Cl 4.63756 2.77150 0.40514
Cl 4.04618 2.39868 -2.39758
C 2.08624 2.11024 -0.54334
O 1.17306 2.26694 -1.33259
O 2.18121 1.35772 0.47138
O 2.47764 2.48230 3.72248
C 2.19342 1.41123 3.52581

Forces on the atoms, in the same order (eV/Å):
Pd -0.1 0.0 -0.1
C 0.0 0.0 0.0
C 0.0 0.0 0.0
C 0.0 0.0 0.0
C 0.0 0.0 0.0
N 0.0 0.0 0.0
C 0.0 0.0 0.0
C 0.0 0.0 0.0
N 0.0 0.0 0.0
B 0.0 0.0 0.0
N 0.0 0.0 0.0
C 0.0 0.0 0.0
C 0.0 0.0 0.0
N 0.0 0.0 0.0
C 0.0 0.0 0.0
S 0.0 0.0 0.1
C 0.0 0.0 0.0
C 0.0 0.0 0.0
C 0.0 0.0 0.0
C 0.0 0.0 0.0
N 0.0 0.0 0.0
C 0.0 0.0 0.0
C 0.0 0.0 0.0
N 0.0 0.0 0.0
C 0.0 0.0 0.0
S 0.0 0.0 0.0
C 0.0 0.0 0.0
C 0.0 0.0 0.0
C 0.0 0.0 0.0
C 0.0 0.0 0.0
C 0.0 0.0 0.0
S 0.0 0.0 0.0
H 0.0 0.0 0.0
H 0.0 0.0 0.0
H 0.0 0.0 0.0
H 0.0 0.0 0.0
H 0.0 0.0 0.0
H 0.0 0.0 0.0
H 0.0 0.0 0.0
H 0.0 0.0 0.0
H 0.0 0.0 0.0
H 0.0 0.0 0.0
H 0.0 0.0 0.0
H 0.0 0.0 0.0
H 0.0 0.0 0.0
H 0.0 0.0 0.0
H 0.0 0.0 0.0
H 0.0 0.0 0.0
H 0.0 0.0 0.0
H 0.0 0.0 0.0
H 0.0 0.0 0.0
H 0.0 0.0 0.0
H 0.0 0.0 0.0
H 0.0 0.0 0.0
H 0.0 0.0 0.0
H 0.0 0.0 0.0
H 0.0 0.0 0.0
H 0.0 0.0 0.0
H 0.0 0.0 0.0
H 0.0 0.0 0.0
H 0.0 0.0 0.0
H 0.0 0.0 0.0
H 0.0 0.0 0.0
H 0.0 0.0 0.0
H 0.0 0.0 0.0
H 0.0 0.0 0.0
Cl 0.0 0.0 0.0
C 0.0 0.0 0.0
Cl 0.0 0.0 0.0
Cl 0.0 0.0 0.0
C 0.0 0.0 0.0
O 0.0 0.0 0.0
O 0.0 0.0 0.1
O 0.0 0.0 0.0
C 0.1 0.0 0.1

The multiplicity is 1. For the strongest force on any atom, the calculation gives 0.1 eV Å⁻¹. For the orbital gap, the calculation gives 7.86 eV. Its energy above the lowest of the compared OMol25 structures with the same formula, charge and spin is 0.000 eV. The calculation puts the HOMO energy at -0.2796 Ha.

---

# 2
The molecule C3H6N2OS. Source: the Open Molecules 2025 dataset; level of theory: the ωB97M-V functional and the def2-TZVPD basis.

Cartesian coordinates (Å):
C 2.28914 0.03888 -0.10125
C -1.16451 -1.16230 0.15698
C -2.02158 -0.09040 0.07667
H 2.48000 -0.96984 -0.47597
H 2.90395 0.06980 0.88160
H 2.40215 0.91200 -0.71045
H 0.46335 1.14328 -0.16457
H -1.57198 -2.10112 -0.33011
H -1.82141 1.83459 0.16432
N 0.87124 0.21000 0.38248
N 0.21541 -0.92291 0.05925
O -1.28717 1.12721 0.01273
S -3.75861 -0.08920 0.04833

Forces on the atoms, in the same order (eV/Å):
C 0.1 -0.1 3.8
C 4.5 -0.6 -2.5
C -3.5 3.9 0.2
H -0.3 0.5 -0.6
H -0.5 0.4 -1.8
H 1.1 0.0 -0.7
H 0.8 -3.1 2.4
H 1.0 0.8 1.4
H -3.0 3.1 0.5
N -0.5 0.6 -4.0
N -3.3 -1.2 1.5
O 0.3 -4.4 -0.4
S 3.2 0.0 0.0

The multiplicity is 1. For the strongest force on any atom, the calculation gives 5.2 eV Å⁻¹. For the orbital gap, the calculation gives 7.54 eV. Its energy above the lowest of the compared OMol25 structures with the same formula, charge and spin is 4.853 eV. The calculation puts the HOMO energy at -0.3171 Ha. The SMILES is CN/N=C\C(O)=S.

---

# 3
A structure of composition BrMn. Source: the Open Molecules 2025 dataset; level of theory: the ωB97M-V functional and the def2-TZVPD basis.

Cartesian coordinates (Å):
Mn 0.73677 0.01571 -0.97980
Br -0.73677 -0.01571 0.97980

Forces on the atoms, in the same order (eV/Å):
Mn -1.3 0.0 1.7
Br 1.3 0.0 -1.7

The multiplicity is 6. As for the charge: +1. For the strongest force on any atom, the calculation gives 2.2 eV Å⁻¹. For the orbital gap (spin up / spin down), the calculation gives 7.36 / 7.39 eV. Its energy above the lowest of the compared OMol25 structures with the same formula, charge and spin is 0.214 eV. The calculation puts the HOMO energy (spin up / spin down) at -0.5620 / -0.5638 Ha.

---

# 4
The molecule C6H8OS. Source: the Open Molecules 2025 dataset; level of theory: the ωB97M-V functional and the def2-TZVPD basis.

Cartesian coordinates (Å):
C 1.90932 0.04926 0.00647
C 0.47534 -0.10682 -0.35461
C -0.44598 -0.79395 0.57980
C -2.57830 -0.08147 -0.44286
C -1.83514 1.01882 -0.16365
C -0.53954 0.68903 0.49747
H 3.42254 -1.08196 -0.10286
H 2.30840 0.90994 -0.56813
H 2.04477 0.30570 1.08407
H 0.30975 -0.13569 -1.37188
H 0.05450 -1.33749 1.34938
H -3.50925 -0.10482 -0.98911
H -2.15817 2.05250 -0.39061
H -0.08338 1.38160 1.20804
O 2.51249 -1.14575 -0.37178
S -1.88736 -1.61890 0.03026

Forces on the atoms, in the same order (eV/Å):
C -0.5 1.0 0.2
C -0.5 1.3 1.8
C 1.2 -0.9 0.4
C 0.4 1.1 -0.2
C -0.7 -0.6 -0.1
C 0.3 0.7 -0.7
H 0.7 -0.3 0.0
H 0.0 -0.3 0.2
H -0.1 -0.4 -0.5
H -0.6 -0.2 -2.0
H 0.2 0.0 0.8
H -0.1 0.2 0.1
H 0.2 -0.8 0.2
H -0.4 -0.3 0.1
O 0.6 -0.6 0.1
S -0.7 0.1 -0.3

The multiplicity is 1. For the strongest force on any atom, the calculation gives 2.3 eV Å⁻¹. For the orbital gap, the calculation gives 8.67 eV. Its energy above the lowest of the compared OMol25 structures with the same formula, charge and spin is 1.590 eV. The calculation puts the HOMO energy at -0.2871 Ha. The SMILES is OC[C@@H]1[C@H]2C=CS[C@H]21.

---

# 5
The molecule C11H11NO. Source: the Open Molecules 2025 dataset; level of theory: the ωB97M-V functional and the def2-TZVPD basis.

Cartesian coordinates (Å):
C 3.29115 -0.33728 -0.77605
C 2.17287 -0.22433 -1.61773
C 3.11863 -0.04573 0.59501
C 0.93076 0.08945 -1.14339
C 1.81647 0.16251 1.06429
C 0.69802 0.23569 0.24578
C -1.71012 1.31826 0.27000
C -2.47725 0.19437 -0.45028
C -2.17144 2.52631 0.56912
C -0.66421 0.22395 0.83103
C -1.64631 -2.12662 0.15147
N -1.54892 -0.67680 0.11986
O -3.43275 -0.01742 -1.13813
H 4.15743 -0.48460 -1.36168
H 2.44313 -0.19821 -2.63673
H 3.87746 -0.00775 1.33539
H 0.03097 0.32325 -1.90608
H 1.86115 0.44448 2.16305
H -1.81275 3.25759 1.29899
H -3.07709 2.85122 0.04128
H -0.75139 0.20169 1.88734
H -1.12948 -2.66426 -0.65350
H -1.28793 -2.69339 1.10890
H -2.68843 -2.35237 0.00207

Forces on the atoms, in the same order (eV/Å):
C -1.7 0.9 1.0
C 0.9 0.6 1.1
C -0.8 -0.7 -1.9
C -3.0 0.9 -1.0
C 1.2 1.0 1.5
C 1.2 -0.8 -0.2
C -0.4 0.3 0.4
C 2.3 -0.3 1.3
C -0.3 0.2 -0.2
C -2.2 2.3 -2.5
C 0.6 -1.3 1.0
N -0.7 -2.2 0.0
O -0.2 0.3 0.0
H 1.4 -0.3 0.4
H -0.4 -0.3 -1.2
H 0.9 -0.1 0.2
H 2.2 -0.8 1.9
H -1.0 -0.6 -1.3
H 0.4 -0.5 -0.3
H 0.3 -0.2 0.2
H 0.4 -0.3 1.1
H 0.2 0.5 -0.1
H -0.6 1.7 -1.3
H -0.5 -0.2 0.1

The multiplicity is 1. For the strongest force on any atom, the calculation gives 4.1 eV Å⁻¹. For the orbital gap, the calculation gives 9.82 eV. Its energy above the lowest of the compared OMol25 structures with the same formula, charge and spin is 2.212 eV. The calculation puts the HOMO energy at -0.3329 Ha. The SMILES is C=C1C(=O)N(C)[C@H]1c1ccccc1.

---

# 6
A structure of composition C28H43AsF3N2O3PS2Ta. Source: the Open Molecules 2025 dataset; level of theory: the ωB97M-V functional and the def2-TZVPD basis.

Cartesian coordinates (Å):
Ta 0.22167 0.03374 0.26218
C 1.67747 0.86432 3.83080
C 2.87473 0.55552 2.97025
C 4.01515 0.02555 3.56165
C 5.15146 -0.23533 2.81468
C 5.17352 0.05853 1.46220
C 4.05775 0.58972 0.82511
C 4.15664 0.95412 -0.63377
C 2.90974 0.80380 1.59389
N 1.71197 1.32682 0.96490
C 1.57777 2.63647 0.77145
C 2.62409 3.64524 1.08892
C 0.28875 3.01259 0.29939
C -0.06164 4.43964 0.05131
N -0.57184 1.98551 0.14679
C -1.96645 2.33713 -0.00844
C -2.66240 2.73284 1.13875
C -2.00182 2.75247 2.49049
C -3.97746 3.16615 0.99194
C -4.58242 3.19891 -0.25295
C -3.87455 2.79727 -1.37759
C -2.55265 2.37165 -1.27767
C -1.76878 2.04634 -2.52027
H 1.14021 -0.04728 4.09431
H 0.97480 1.54066 3.34389
H 1.99957 1.33318 4.76012
H 4.01141 -0.16899 4.62696
H 6.03133 -0.64353 3.29361
H 6.07678 -0.10724 0.88761
H 5.01481 1.60719 -0.79660
H 3.27246 1.46409 -1.01100
H 4.31546 0.06479 -1.24661
H 3.56125 3.17659 1.37433
H 2.29217 4.28307 1.91271
H 2.79937 4.29668 0.23113
H 0.68334 4.89212 -0.60589
H -0.04567 5.01158 0.98291
H -1.04185 4.55264 -0.40184
H -1.39599 1.86313 2.66620
H -2.74574 2.81759 3.28234
H -1.34447 3.61889 2.59609
H -4.52548 3.49250 1.86739
H -5.60050 3.55168 -0.35218
H -4.33529 2.85576 -2.35628
H -2.32644 2.33548 -3.40906
H -1.54140 0.98049 -2.59525
H -0.81485 2.57825 -2.53783
C 2.84023 -6.37553 -1.19668
C 2.32033 -5.07058 -0.65577
O 1.58875 -4.38775 -1.72888
P 0.40155 -3.40084 -1.37345
S 0.90053 -0.00045 -2.01882
S 1.80055 -1.51336 -0.91911
O -0.11893 -2.96213 -2.79354
C 0.68752 -2.91682 -4.02200
C -0.13711 -2.24897 -5.08856
H 3.40474 -6.88776 -0.41759
H 3.50279 -6.20406 -2.04347
H 2.02127 -7.02147 -1.50917
H 3.12855 -4.40607 -0.34931
H 1.64341 -5.22132 0.18884
H 0.94662 -3.94161 -4.27730
H 1.60231 -2.36607 -3.79955
H -1.04820 -2.81352 -5.28403
H 0.43812 -2.20482 -6.01313
H -0.39645 -1.23078 -4.79722
F 0.46305 -1.02428 1.82407
C -1.42204 -1.38047 4.06952
F -2.00240 -0.43933 3.35504
F -1.78316 -2.48143 3.47964
C -4.38986 -0.28133 0.75477
As -3.13838 -1.30974 -0.23237
C -3.47714 -1.22599 -2.10409
C -3.13902 -3.12376 0.34449
O -1.55548 -0.69142 0.00983
H -5.36898 -0.74813 0.64252
H -4.40911 0.72874 0.35114
H -4.10172 -0.27290 1.80400
H -4.38637 -1.78994 -2.31297
H -2.63260 -1.67159 -2.63020
H -3.61429 -0.18775 -2.39945
H -4.13658 -3.52612 0.16576
H -2.90843 -3.17158 1.40590
H -2.40006 -3.67739 -0.22990

Forces on the atoms, in the same order (eV/Å):
Ta 0.0 0.0 0.2
C 0.0 0.0 0.0
C 0.0 0.0 0.0
C 0.0 0.0 0.0
C 0.0 0.0 0.0
C 0.0 0.0 0.0
C 0.0 0.0 0.0
C 0.0 0.0 0.0
C 0.0 0.0 0.0
N 0.1 0.1 0.0
C -0.1 0.0 0.0
C 0.0 0.0 0.0
C 0.0 -0.1 0.0
C 0.0 0.0 0.0
N 0.0 0.1 0.0
C -0.1 0.0 0.0
C 0.0 0.0 0.0
C 0.0 0.0 0.0
C 0.0 0.0 0.1
C 0.0 0.0 -0.1
C 0.0 0.0 0.0
C 0.1 0.0 0.0
C 0.0 0.0 0.0
H 0.0 0.0 0.0
H 0.0 0.0 0.0
H 0.0 0.0 0.0
H 0.0 0.0 0.0
H 0.0 0.0 0.0
H 0.0 0.0 0.0
H 0.0 0.0 0.0
H 0.0 0.0 0.0
H 0.0 0.0 0.0
H 0.0 0.0 0.0
H 0.0 0.0 0.0
H 0.0 0.0 0.0
H 0.0 0.0 0.0
H 0.0 0.0 0.0
H 0.0 0.0 0.0
H 0.0 0.0 0.0
H 0.0 0.0 0.0
H 0.0 0.0 0.0
H 0.0 0.0 0.0
H 0.0 0.0 0.0
H 0.0 0.0 0.0
H 0.0 0.0 0.0
H 0.0 0.0 0.0
H 0.0 0.0 0.0
C 0.0 0.0 0.0
C 0.0 0.0 0.0
O 0.0 0.0 0.0
P 0.0 0.0 0.0
S 0.1 0.0 -0.1
S 0.1 -0.1 -0.1
O 0.0 0.0 0.0
C 0.0 0.0 0.0
C 0.0 0.0 0.0
H 0.0 0.0 0.0
H 0.0 0.0 0.0
H 0.0 0.0 0.0
H 0.0 0.0 0.0
H 0.0 0.0 0.0
H 0.0 0.0 0.0
H 0.0 0.0 0.0
H 0.0 0.0 0.0
H 0.0 0.0 0.0
H 0.0 0.0 0.0
F -0.1 0.0 0.0
C 0.1 0.0 0.0
F 0.0 0.0 0.0
F 0.0 0.0 0.0
C 0.0 0.0 0.0
As -0.2 -0.1 -0.1
C 0.0 0.0 0.0
C 0.0 0.0 0.0
O -0.1 0.1 0.1
H 0.0 0.0 0.0
H 0.0 0.0 0.0
H 0.0 0.0 0.0
H 0.0 0.0 0.0
H 0.0 0.0 0.0
H 0.0 0.0 0.0
H 0.0 0.0 0.0
H 0.0 0.0 0.0
H 0.0 0.0 0.0

The multiplicity is 2. As for the charge: +2. For the strongest force on any atom, the calculation gives 0.2 eV Å⁻¹. For the orbital gap (spin up / spin down), the calculation gives 7.18 / 6.57 eV. Its energy above the lowest of the compared OMol25 structures with the same formula, charge and spin is 2.010 eV. The calculation puts the HOMO energy (spin up / spin down) at -0.4775 / -0.4943 Ha.